Entry from the Open Molecules 2025 dataset: one molecule with the formula C4H8N2 (ωB97M-V/def2-TZVPD).

```
14
Properties=species:S:1:pos:R:3:forces:R:3:mulliken_charge:R:1
C -1.87445 -0.55671 -0.75657 -1.3878 0.9646 -0.3478 -0.75
H -0.98015 -0.80547 -1.23162 0.9966 -1.0455 -1.2397 0.25
H 2.79162 0.19592 -1.33913 0.5331 -0.3993 -0.9802 0.24
C -0.41809 0.42449 1.10146 0.0602 -0.7407 -2.2326 -0.12
H -0.25259 1.47864 0.79005 0.4856 -0.2521 0.4644 0.23
H -2.58241 0.52235 0.92177 0.5549 -0.5759 -0.7381 0.27
C 0.43964 -0.70797 0.56622 1.4631 -0.9292 1.6956 -0.55
H -2.85187 -0.58968 -1.28349 0.8947 -0.2454 0.5585 0.25
H 2.11356 -1.52121 -0.16405 -0.1678 -0.0401 -0.1501 0.28
N 1.57831 -0.67448 -0.03640 -1.0749 2.0004 0.0506 0.12
C -1.70435 0.08046 0.37492 -2.3945 1.7475 2.2792 -0.06
N 2.40547 0.46217 -0.46692 0.1225 0.4565 0.7142 -0.66
H -0.58567 0.34544 2.19222 0.4033 -0.0920 -0.6439 0.24
H 1.92098 1.34607 -0.66846 -0.4890 -0.8487 0.5701 0.26
```
Forces are in eV/Å.

Computed properties:
**Energy**: -266.5555 Ha
**LUMO energy**: 0.03457 Ha
**HOMO**: -7.6 eV
**Energy above the lowest of the compared OMol25 structures with the same formula, charge and spin**: 437.26 kJ/mol